DFT (ωB97M-V/def2-TZVPD) results for a structure of composition C23H22IN4O3OsS2.

Structure (ORCA input):
```
! RIJCOSX wB97M-V def2-TZVPD def2/J DEFGRID3
* xyz 1 1
Os -0.9173 0.4193 -0.4758
O 0.5555 -2.0068 -2.1295
S 1.5462 -0.9709 -2.1253
O 2.2520 -0.6963 -3.3402
N 0.7654 0.3949 -1.5807
C 1.3989 1.6602 -1.7530
C 2.6390 1.9353 -2.2759
C 3.0928 3.2717 -2.3684
C 2.3174 4.3261 -1.9829
C 1.0301 4.0818 -1.4533
C 0.1207 5.0954 -1.0714
C -1.1138 4.7532 -0.5921
C -1.4433 3.3966 -0.4492
N -0.6073 2.4348 -0.7810
C 0.6100 2.7516 -1.3112
C 2.7039 -1.3403 -0.8524
C 2.2145 -1.7857 0.3711
C 3.1119 -2.0696 1.3843
C 4.4773 -1.9116 1.1694
C 4.9515 -1.4771 -0.0579
C 4.0613 -1.1869 -1.0838
H 3.2631 1.1454 -2.6528
H 4.0769 3.4504 -2.7800
H 2.6621 5.3464 -2.0858
H 0.4114 6.1330 -1.1748
H -1.8380 5.5010 -0.3042
H -2.3923 3.0956 -0.0239
H 1.1460 -1.9115 0.5140
H 2.7506 -2.4213 2.3413
H 5.1746 -2.1375 1.9650
H 6.0147 -1.3678 -0.2227
H 4.4091 -0.8728 -2.0570
C -2.6719 0.5623 -1.0700
H -3.1840 -0.3442 -1.4207
H -3.2259 1.4689 -1.3267
S -0.8874 0.9348 1.7914
C -2.0047 -0.0534 2.6697
N -3.0606 -0.5814 2.0249
C -4.0324 -1.2949 2.6266
C -3.9757 -1.5225 3.9707
C -2.8975 -0.9867 4.6907
C -1.9233 -0.2572 4.0520
H -3.0888 -0.3831 1.0145
H -4.8281 -1.6535 1.9899
H -4.7483 -2.0971 4.4580
H -2.8353 -1.1482 5.7584
H -1.0893 0.1690 4.5902
N -1.9921 -2.6455 -1.9121
C -1.6575 -2.6676 -0.6244
O -1.2955 -1.6680 0.0232
C -1.7850 -3.9679 0.1091
I -0.0792 -5.1847 -0.3054
H -1.6215 -1.8798 -2.4566
H -2.1085 -3.5205 -2.3973
H -2.6651 -4.5281 -0.1935
H -1.7873 -3.7875 1.1778
*
```

Calculated values
Total energy   -2518.97865 Ha
LUMO energy   -3.267 eV
Max |F|   0.85 eV/Å
Molecular weight   783.722 g/mol